Entry 1:
{"formula": "C2H10N2", "method": "the ωB97M-V functional and the def2-TZVPD basis", "symbols": ["N", "C", "H", "H", "H", "H", "H", "N", "C", "H", "H", "H", "H", "H"], "coordinates": [[0.9420, -4.3050, 1.7435], [1.1048, -3.3627, 0.6803], [0.6717, -5.2096, 1.3418], [0.1658, -4.0201, 2.3510], [2.0331, -3.5304, 0.1087], [1.2078, -2.4245, 1.2511], [0.2689, -3.2519, -0.0308], [-0.4618, 2.9930, -1.0018], [-1.1635, 4.2123, -1.2959], [0.3612, 3.0149, -0.3896], [-1.0837, 2.2735, -0.6168], [-0.5114, 4.8849, -1.8781], [-1.4690, 4.7313, -0.3718], [-2.0657, 3.9943, -1.8918]], "atomic_forces_ev_per_a": [[-0.85, -1.71, 0.25], [0.33, 1.59, 0.05], [0.15, 0.27, 0.48], [0.44, -0.20, -0.34], [-0.35, -0.02, 0.30], [0.14, 0.18, -0.90], [0.13, -0.12, 0.16], [0.26, -1.88, 0.27], [0.07, 0.70, 0.41], [-0.65, 0.59, -0.44], [0.36, 0.51, -0.27], [-0.34, -0.20, 0.18], [-0.14, 0.21, -0.36], [0.44, 0.07, 0.21]], "gap_ev": 10.03, "spin_multiplicity": 1, "smiles": "CN.CN", "lumo_energy_ev": 1.034, "charge": 0}

---

Entry 2:
{"formula": "C2H10N2O", "method": "the ωB97M-V functional and the def2-TZVPD basis", "symbols": ["C", "O", "H", "H", "H", "H", "N", "C", "N", "H", "H", "H", "H", "H", "H"], "coordinates": [[-1.2448, 1.5366, 1.6436], [-0.4117, 0.4203, 1.7952], [-1.0100, 2.1728, 0.7837], [-2.3109, 1.2851, 1.5867], [-1.1510, 2.1904, 2.5148], [-0.3032, -0.0136, 0.9426], [1.5147, -1.1182, -0.4399], [0.8780, -0.5468, -1.5836], [-0.5827, -0.3869, -1.5788], [1.7230, -0.5487, 0.3549], [1.4412, -2.1024, -0.2811], [1.2797, 0.4407, -1.7934], [1.0912, -1.1458, -2.4631], [-1.0744, -1.2660, -1.5565], [-0.9599, 0.2697, -0.9056]], "atomic_forces_ev_per_a": [[-0.65, 0.83, 0.16], [0.27, -0.10, 0.02], [0.17, -0.19, -0.14], [0.08, -0.22, -0.10], [0.21, -0.25, 0.05], [-0.03, -0.18, 0.04], [0.39, 0.12, -0.27], [-0.82, 0.20, -0.04], [0.17, 0.14, -0.24], [-0.05, 0.06, 0.19], [-0.13, -0.11, 0.12], [0.23, 0.09, 0.18], [0.15, -0.20, -0.06], [-0.10, -0.03, 0.20], [0.11, -0.16, -0.11]], "gap_ev": 9.99, "spin_multiplicity": 1, "smiles": "NCN.CO", "lumo_energy_ev": 0.971, "charge": 0}

---

Energy above the lowest of the compared OMol25 structures with the same formula, charge and spin (computed, kcal per mole): 17.1; 18.1